ORCA calculation (ωB97M-V/def2-TZVPD) on a structure of composition C32H24Br4N6O2SSiV in a non-equilibrium geometry.

Each line ends with the Mulliken spin population.
Geometry (Å):
V  -0.109  0.022  -0.541  2.005
C  -3.479  2.797  -1.035  -0.003
C  -3.228  3.633  -2.117  0.000
C  -2.072  3.502  -2.828  0.000
C  -1.122  2.496  -2.486  0.007
N  -1.361  1.723  -1.413  -0.001
C  -2.517  1.845  -0.760  -0.008
N  -0.113  2.340  -3.426  0.007
C  0.813  1.481  -3.245  0.007
N  1.087  0.668  -2.202  -0.024
C  2.378  0.106  -2.429  0.026
N  3.188  -0.578  -1.709  0.006
C  3.142  -0.730  -0.354  0.001
C  4.199  -1.552  0.175  -0.001
C  4.331  -1.701  1.505  0.001
C  3.415  -1.069  2.358  -0.002
C  2.435  -0.280  1.753  -0.004
N  2.275  -0.165  0.412  0.004
C  2.871  0.528  -3.791  -0.002
C  4.041  0.393  -4.481  -0.002
C  4.243  1.202  -5.622  0.001
C  3.200  2.040  -6.080  -0.001
C  1.981  2.212  -5.371  0.003
C  1.922  1.475  -4.208  -0.001
H  -4.454  2.828  -0.520  0.000
H  -3.979  4.310  -2.431  0.000
H  -1.913  3.985  -3.785  0.000
H  -2.712  1.171  0.025  0.020
H  4.759  -2.094  -0.548  0.000
H  5.181  -2.222  1.887  0.000
H  3.646  -0.898  3.384  0.000
H  1.702  0.317  2.310  -0.002
H  4.835  -0.236  -4.061  0.000
H  5.237  1.180  -6.145  0.000
H  3.305  2.676  -6.932  0.000
H  1.278  3.001  -5.604  0.000
Br  -0.427  -6.594  -2.587  0.000
C  -0.890  -4.809  -2.257  0.005
C  -2.154  -4.332  -2.501  -0.002
Br  -3.570  -5.357  -3.218  0.000
C  -2.424  -2.933  -2.296  0.008
Br  -4.132  -2.281  -2.681  0.001
C  -1.471  -2.059  -1.871  0.007
O  -1.709  -0.833  -1.547  -0.029
C  -0.166  -2.553  -1.589  0.019
O  0.654  -1.686  -1.010  -0.015
C  0.109  -3.917  -1.767  -0.001
Br  1.877  -4.471  -1.386  0.000
C  -2.864  2.432  3.860  0.000
Si  -1.869  1.157  4.754  0.001
C  -0.211  1.780  5.426  -0.001
C  -2.807  0.298  6.188  0.000
C  -1.333  -0.172  3.606  -0.001
C  -1.396  -1.495  4.041  0.004
C  -0.956  -2.550  3.249  -0.002
C  -0.627  -2.316  1.933  0.011
N  -0.616  -1.050  1.436  -0.020
C  -0.804  -0.025  2.285  0.006
S  -0.349  1.496  1.501  -0.030
H  -3.432  3.164  4.441  0.000
H  -3.567  2.071  3.118  0.000
H  -2.080  2.992  3.308  -0.001
H  -0.041  2.794  5.765  0.000
H  0.589  1.662  4.614  0.000
H  0.310  1.085  6.089  0.000
H  -3.174  0.987  6.953  0.000
H  -2.074  -0.274  6.726  0.000
H  -3.594  -0.360  5.898  0.000
H  -1.829  -1.606  5.034  0.001
H  -0.971  -3.567  3.608  0.000
H  -0.406  -3.083  1.193  0.001

Summary:
LUMO level (alpha / beta)	1.97 / 1.98	eV
energy above the lowest of the compared OMol25 structures with the same formula, charge and spin	96.0	kJ/mol
highest occupied orbital energy (alpha / beta)	-4.6 / -4.7	eV
charge	-1
<S²>	2.01
multiplicity	3
strongest force on any atom	2.7	eV Å⁻¹
orbital gap (alpha / beta)	6.5 / 6.7	eV

=====

ORCA calculation (ωB97M-V/def2-TZVPD) on a structure of composition C17H24N6O5Zr.

Each line ends with the Löwdin charge.
Geometry (Å):
Zr  1.122  0.124  -1.369  1.957
O  2.622  1.626  1.980  0.150
C  2.286  1.726  0.838  -0.532
O  2.553  0.860  -0.142  -0.222
C  1.365  2.794  0.268  -0.152
C  1.277  4.137  0.568  0.061
C  0.477  4.928  -0.263  0.027
C  -0.177  4.376  -1.362  0.064
C  -0.035  3.017  -1.570  -0.147
N  0.690  2.272  -0.751  0.015
C  -0.494  2.219  -2.775  -0.494
O  -1.373  2.547  -3.502  0.187
O  0.223  1.068  -2.857  -0.224
H  1.840  4.555  1.390  0.141
H  0.407  5.992  -0.078  0.133
H  -0.749  4.976  -2.056  0.143
C  -3.725  0.253  -1.744  -0.037
C  -3.541  -0.890  -0.754  -0.164
N  -2.772  -0.524  0.456  -0.038
C  -3.574  -0.352  1.688  -0.170
C  -4.460  0.880  1.632  -0.049
C  -1.470  -0.368  0.419  -0.359
C  -0.716  0.014  1.656  0.026
N  -0.758  -0.555  -0.699  -0.029
H  -4.333  -0.095  -2.578  0.101
H  -2.788  0.623  -2.160  0.053
H  -4.239  1.093  -1.280  0.082
H  -3.066  -1.760  -1.216  0.129
H  -4.510  -1.233  -0.399  0.130
H  -2.907  -0.306  2.542  0.106
H  -4.171  -1.258  1.799  0.136
H  -3.871  1.787  1.492  0.086
H  -5.005  0.969  2.571  0.094
H  -5.195  0.815  0.831  0.078
H  -1.045  0.976  2.047  0.115
H  0.352  0.068  1.451  0.047
H  -0.853  -0.736  2.435  0.110
H  -1.337  -0.839  -1.485  0.072
C  4.576  -4.265  0.832  0.020
N  3.607  -3.403  0.162  -0.058
C  3.395  -3.355  -1.281  0.023
C  2.441  -2.202  -1.354  -0.448
O  1.989  -1.605  -2.378  -0.086
N  2.113  -1.759  -0.153  0.084
C  2.913  -2.427  0.734  -0.344
N  2.971  -2.098  2.011  0.271
H  4.921  -5.012  0.123  0.108
H  4.107  -4.783  1.667  0.107
H  5.436  -3.690  1.177  0.110
H  2.948  -4.270  -1.676  0.165
H  4.320  -3.149  -1.824  0.166
H  2.586  -1.212  2.305  0.123
H  3.625  -2.547  2.633  0.134

Summary:
LUMO level	-6.53	eV
energy above the lowest of the compared OMol25 structures with the same formula, charge and spin	6.2	kJ/mol
highest occupied orbital energy	-16.0	eV
charge	+2
strongest force on any atom	0.6	eV Å⁻¹
orbital gap	9.4	eV

=====

ORCA calculation (ωB97M-V/def2-TZVPD) on a cluster of 2 separate species, C14H30N4P in total.

Each line ends with the Löwdin charge.
Geometry (Å):
C  2.813  4.808  1.138  -0.147
C  1.898  3.843  1.895  -0.397
P  1.767  2.134  1.175  0.999
C  2.739  2.135  -0.374  -0.285
C  0.073  2.131  0.564  -0.352
C  -0.985  2.450  1.391  -0.039
C  -2.268  2.349  0.910  0.012
N  -2.481  1.939  -0.337  -0.082
C  -3.862  1.861  -0.926  -0.194
N  -4.284  3.015  -1.639  0.059
N  -1.516  1.607  -1.170  0.159
C  -0.285  1.696  -0.737  -0.088
H  2.503  4.919  0.097  0.071
H  2.757  5.794  1.603  0.080
H  3.856  4.489  1.163  0.074
H  0.888  4.262  1.929  0.064
H  2.229  3.734  2.929  0.073
H  2.354  2.813  -1.138  0.050
H  2.773  1.114  -0.763  0.044
H  3.757  2.440  -0.126  0.049
H  -0.833  2.764  2.416  0.129
H  -3.142  2.581  1.507  0.152
H  -3.831  0.999  -1.589  0.134
H  -4.530  1.674  -0.085  0.131
H  -4.334  3.840  -1.053  0.087
H  -3.668  3.224  -2.417  0.089
H  0.472  1.394  -1.450  0.116
C  1.617  -4.490  -2.011  -0.084
C  1.293  -3.320  -1.097  -0.274
N  -0.134  -3.146  -0.869  -0.199
C  -0.463  -1.894  -0.229  -0.262
C  0.027  -1.652  1.207  -0.074
C  -0.846  -4.318  -0.378  -0.240
C  -0.373  -4.938  0.943  -0.077
H  1.097  -4.394  -2.964  0.083
H  2.690  -4.517  -2.204  0.076
H  1.345  -5.447  -1.566  0.068
H  1.650  -2.398  -1.569  0.112
H  1.868  -3.430  -0.164  0.103
H  -1.552  -1.779  -0.257  0.109
H  -0.060  -1.099  -0.870  0.086
H  -0.553  -2.215  1.937  0.061
H  -0.073  -0.593  1.465  0.036
H  1.077  -1.917  1.330  0.072
H  -0.803  -5.081  -1.155  0.103
H  -1.901  -4.044  -0.298  0.114
H  0.715  -5.009  0.989  0.069
H  -0.769  -5.950  1.035  0.076
H  -0.712  -4.378  1.814  0.055

Summary:
LUMO level	-4.58	eV
highest occupied orbital energy	-10.3	eV
charge	+1
strongest force on any atom	0.6	eV Å⁻¹
orbital gap	5.8	eV

=====

ORCA calculation (ωB97M-V/def2-TZVPD) on the molecule C15H19N5O5 in a non-equilibrium geometry.

Each line ends with the Löwdin charge.
Geometry (Å):
C  -6.974  -1.420  -1.448  -0.032
C  -5.470  -1.778  -1.058  -0.434
H  -4.913  -2.198  -1.877  0.137
H  -5.620  -2.456  -0.201  0.139
O  -4.951  -0.734  -0.877  -0.083
C  -3.749  -0.678  -0.194  -0.027
C  -3.053  -1.891  0.068  0.017
C  -1.679  -1.750  0.237  0.008
C  -1.101  -0.545  0.592  -0.281
C  -1.729  0.566  0.550  0.016
C  -3.139  0.829  0.123  -0.080
O  -3.726  1.970  -0.076  -0.049
C  -4.995  1.891  -0.243  -0.212
C  -5.261  3.644  0.121  0.012
H  -6.352  3.745  -0.163  0.073
H  -5.041  3.819  1.208  0.081
H  -4.686  3.978  -0.588  -0.024
H  -5.605  1.424  0.688  0.189
H  -5.231  1.877  -1.197  0.072
H  -1.348  1.607  0.930  0.162
N  0.226  -0.474  1.063  0.138
C  1.059  -1.361  1.473  -0.471
O  0.999  -2.522  1.171  0.085
C  2.478  -0.877  1.994  0.005
H  3.163  -1.608  1.854  0.097
H  2.481  -0.234  2.664  0.036
O  3.274  -0.432  0.789  -0.096
C  3.039  1.190  0.535  -0.227
O  2.083  1.643  1.247  0.050
C  3.926  1.568  -0.460  -0.139
N  4.950  0.833  -0.983  -0.118
C  4.873  -0.464  -1.758  0.067
N  6.153  -0.863  -1.691  -0.030
N  6.871  -0.165  -1.086  -0.057
N  6.186  0.857  -0.592  0.054
H  4.065  -0.680  -2.003  -0.007
H  3.278  1.867  -1.556  0.251
H  4.349  2.546  0.111  0.210
H  0.549  0.525  1.378  0.160
H  -1.239  -2.571  0.552  0.058
H  -3.332  -2.786  -0.193  0.056
H  -7.699  -2.254  -1.558  0.069
H  -7.666  -0.944  -0.717  0.080
H  -7.020  -0.913  -2.376  0.049

Summary:
LUMO level	-0.72	eV
energy above the lowest of the compared OMol25 structures with the same formula, charge and spin	1547.3	kJ/mol
highest occupied orbital energy	-7.7	eV
strongest force on any atom	17.7	eV Å⁻¹
orbital gap	7.0	eV